71
Properties=species:S:1:pos:R:3:forces:R:3:mulliken_charge:R:1 method="wB97M-V/def2-TZVPD" max_force_ev_per_a=0.838 e_homo_ha=-0.234 orbital_gap_ev=6.53 lumo_ha=0.006
Pb -0.21524 1.27172 0.82902 0.040 0.056 0.287 1.641
C -2.19295 -0.94454 -1.32981 0.091 0.013 -0.136 -0.716
C -1.99611 0.35276 -2.10250 -0.083 -0.084 0.174 -0.904
O -0.66744 0.64314 -2.47292 0.098 -0.051 0.046 -0.023
C -0.10023 -0.13912 -3.49370 0.054 -0.080 0.064 -0.855
C 0.61485 -1.39291 -2.99847 -0.142 0.067 -0.075 -0.609
O 1.50247 -1.16911 -1.92567 0.038 0.051 0.002 -0.448
C 2.61105 -0.33324 -2.18773 0.038 0.137 0.086 -0.672
C 2.42701 1.11194 -1.73802 0.008 -0.080 -0.064 -0.828
O 2.18989 1.30047 -0.35393 0.017 -0.141 -0.036 -0.306
C 3.11517 0.74537 0.57443 -0.187 -0.092 0.174 -0.692
C 2.74212 -0.66819 1.02679 0.023 -0.009 -0.113 -1.001
O 1.31746 -0.80186 1.08426 0.082 0.140 0.000 0.634
C 0.91498 -2.10945 1.43039 0.089 -0.131 0.121 -1.048
C -1.52545 -2.13727 0.57291 -0.025 -0.158 0.061 -1.951
O -1.24639 -1.03782 -0.29142 -0.021 0.093 0.012 0.914
H -2.11457 -1.82033 -1.98964 -0.019 -0.012 0.025 0.338
H -3.21098 -0.93825 -0.91898 -0.023 -0.018 -0.034 0.386
H -2.29053 1.19617 -1.47576 -0.051 0.027 -0.092 0.109
H -2.64531 0.31872 -2.98700 -0.025 0.081 0.009 0.481
H 0.61995 0.51073 -3.99698 -0.036 -0.026 -0.086 0.323
H -0.85444 -0.44330 -4.23104 0.013 0.034 -0.034 0.507
H 1.14745 -1.83537 -3.85220 -0.008 -0.025 0.007 0.474
H -0.10347 -2.12332 -2.62574 0.027 -0.015 -0.017 0.182
H 2.85098 -0.32541 -3.25784 0.023 -0.019 0.000 0.597
H 3.46163 -0.77156 -1.66080 0.024 -0.002 -0.094 0.483
H 1.56464 1.56695 -2.22555 0.074 0.008 -0.011 0.329
H 3.33541 1.65589 -2.02915 -0.004 0.035 0.004 0.359
H 3.06336 1.39242 1.44568 0.084 0.081 0.018 0.385
H 4.12983 0.74889 0.16443 0.013 0.002 0.031 0.428
H 3.16381 -0.82515 2.02420 -0.031 -0.010 0.010 0.389
H 3.13581 -1.43413 0.35614 -0.017 0.011 0.020 0.510
H 1.47339 -2.42295 2.31797 -0.036 0.082 0.020 0.586
H 1.25626 -2.50605 -0.57148 0.109 -0.039 0.036 -0.082
H -2.54980 -2.06066 0.95381 0.010 0.041 -0.034 0.585
H -1.46369 -3.05546 -0.02523 -0.019 0.029 0.002 0.537
C 1.27113 -5.28044 -0.60332 0.012 -0.034 0.084 -1.618
C 0.75863 -4.26848 0.36364 0.045 -0.053 -0.012 0.683
N 1.27197 -2.98844 0.32561 -0.157 -0.036 0.074 0.012
C -0.59615 -2.27034 1.79630 -0.107 0.229 -0.069 2.787
C -0.69033 -3.71573 2.20863 -0.060 0.239 0.229 -2.064
N -0.06852 -4.57498 1.31406 -0.033 -0.130 0.058 0.209
C -1.49195 -4.47272 3.13001 0.142 -0.286 -0.168 0.626
O -2.16674 -3.86497 4.09818 -0.149 -0.051 0.085 -0.595
O -1.55316 -5.70598 3.01933 0.005 0.118 -0.035 -0.786
C -0.98389 -1.20422 2.86749 0.127 -0.292 0.045 0.056
O -1.04322 -1.52810 4.05179 0.023 0.155 -0.112 -0.851
O -1.23419 -0.03752 2.41625 0.032 0.041 -0.022 -0.637
H 1.33110 -4.85351 -1.60611 -0.029 -0.010 -0.018 0.304
H 0.62003 -6.15216 -0.62974 -0.004 0.006 -0.032 0.419
H 2.27688 -5.60540 -0.32500 0.010 0.041 -0.028 0.283
H -0.36313 -5.53821 1.53827 0.038 0.035 -0.145 0.457
H -1.80278 -2.95312 4.20495 0.060 0.106 0.009 0.431
O 1.89260 1.52766 3.38012 0.138 0.137 -0.346 -0.536
C 1.15294 2.50563 3.42344 -0.471 -0.451 0.527 -0.115
O 0.24822 2.81653 2.57110 0.006 0.182 -0.526 -0.469
H 1.16930 3.16295 4.31670 0.185 0.056 -0.156 0.411
C -0.26613 5.60957 0.54799 -0.066 -0.276 -0.110 -1.009
P -1.51085 4.72255 -0.40798 -0.321 0.227 -0.215 1.074
C -3.02934 4.75142 0.58046 0.334 -0.040 -0.109 -1.132
C -1.83623 5.74277 -1.87396 0.047 -0.141 0.295 -1.246
O -1.12633 3.32388 -0.79024 0.049 0.109 0.185 -0.749
H -0.64501 6.56547 0.90931 -0.009 -0.012 -0.011 0.405
H 0.61175 5.77286 -0.07799 -0.003 0.011 0.015 0.332
H 0.01273 4.96791 1.38603 0.021 0.033 0.098 0.191
H -3.33051 5.76574 0.83890 0.001 0.006 0.018 0.408
H -2.83016 4.18245 1.49015 -0.073 0.035 0.043 0.282
H -3.82471 4.26058 0.02018 -0.002 0.005 0.005 0.335
H -2.18534 6.73449 -1.58576 -0.001 0.017 -0.039 0.380
H -2.58654 5.24992 -2.49143 -0.014 0.016 0.015 0.335
H -0.91304 5.83218 -2.44582 -0.004 0.011 -0.015 0.348